(1)
2 unconnected molecules or ions with the total composition C7H15ClNO2, computed with wB97M-V/def2-TZVPD.

```
26
Properties=species:S:1:pos:R:3
C -1.246 -2.823 -0.058
C -1.366 -1.314 0.192
C 0.015 -0.786 0.525
O -0.052 0.639 0.777
C 1.070 1.352 0.666
Cl 2.523 0.526 1.445
C 1.492 1.868 -0.697
C 2.485 2.989 -0.309
C 1.813 3.501 0.913
N 0.995 2.654 1.409
H -2.184 -3.336 0.094
H -0.850 -3.007 -1.053
H -0.515 -3.243 0.638
H -1.722 -0.820 -0.710
H -2.044 -1.109 1.018
H 0.674 -0.996 -0.319
H 0.386 -1.299 1.409
H 1.822 1.083 -1.370
H 0.670 2.362 -1.214
H 3.529 2.707 -0.202
H 2.502 3.765 -1.077
H 1.989 4.501 1.284
H 0.398 2.831 2.209
O -3.825 -3.832 -1.686
H -4.751 -3.571 -1.681
H -3.809 -4.643 -2.203
```

Values from the calculation:
Frontier orbital gap   8.852 eV
HOMO level   -0.500 hartree
Total charge   +1
Strongest force on any atom   1.3 eV/A
ΔE to the lowest compared entry with this formula, charge and spin   0.0 kJ/mol
LUMO level   -4.76 eV

Population analysis type natural (NBO), resulting atomic charges in e: number 1, C, carries -0.6066; number 2, C, carries -0.4163; number 3, C, carries -0.0641; number 4, O, carries -0.5138; number 5, C, carries 0.4783; number 6, Cl, carries -0.0669; number 7, C, carries -0.4650; number 8, C, carries -0.5059; number 9, C, carries 0.3288; number 10, N, carries -0.4395; number 11, H, carries 0.2523; number 12, H, carries 0.2112; number 13, H, carries 0.1953; number 14, H, carries 0.2107; number 15, H, carries 0.2137; number 16, H, carries 0.1829; number 17, H, carries 0.2014; number 18, H, carries 0.2680; number 19, H, carries 0.2449; number 20, H, carries 0.2986; number 21, H, carries 0.2712; number 22, H, carries 0.2536; number 23, H, carries 0.4645; number 24, O, carries -0.9477; number 25, H, carries 0.4744; number 26, H, carries 0.4762

---

(2)
C7H15ClNO4P in the gas phase, computed with wB97M-V/def2-TZVPD.

```
29
Properties=species:S:1:pos:R:3
C 0.261 2.729 -0.382
C -0.154 3.804 0.645
C 2.149 -2.321 -2.216
C -2.696 -2.967 0.664
C 2.175 -0.955 -1.530
C -1.286 -2.126 0.691
C -0.773 1.534 -0.678
N -2.015 1.584 0.024
O 1.266 2.732 -1.041
O 0.826 0.168 1.133
O 0.796 -0.533 -1.401
O -1.388 -0.842 0.129
P 0.068 0.014 -0.102
Cl -1.078 1.334 -2.495
H -0.855 3.197 1.385
H -0.768 4.614 0.177
H 0.750 4.304 1.133
H 1.440 -2.808 -1.585
H 1.989 -2.232 -3.253
H 3.158 -2.830 -1.979
H -3.431 -2.302 -0.033
H -2.508 -3.916 0.191
H -3.156 -3.147 1.674
H 2.819 -0.164 -2.092
H 2.645 -1.045 -0.593
H -0.672 -2.758 0.150
H -1.003 -2.071 1.704
H -2.235 0.672 0.461
H -2.792 2.039 -0.442
```

Values from the calculation:
Frontier orbital gap   9.854 eV
HOMO level   -0.337 hartree
SMILES   CCOP(=O)(OCC)[C@](N)(Cl)C(C)=O
Strongest force on any atom   3.8 eV/A
ΔE to the lowest compared entry with this formula, charge and spin   0.0 kJ/mol
LUMO level   0.69 eV

Population analysis type natural (NBO), resulting atomic charges in e: number 1, C, carries 0.5912; number 2, C, carries -0.7457; number 3, C, carries -0.6202; number 4, C, carries -0.6294; number 5, C, carries -0.0499; number 6, C, carries -0.0626; number 7, C, carries -0.3038; number 8, N, carries -0.8688; number 9, O, carries -0.5191; number 10, O, carries -1.0725; number 11, O, carries -0.8225; number 12, O, carries -0.8111; number 13, P, carries 2.3836; number 14, Cl, carries -0.0698; number 15, H, carries 0.2616; number 16, H, carries 0.2478; number 17, H, carries 0.2497; number 18, H, carries 0.2127; number 19, H, carries 0.2214; number 20, H, carries 0.2114; number 21, H, carries 0.2198; number 22, H, carries 0.2096; number 23, H, carries 0.2155; number 24, H, carries 0.1966; number 25, H, carries 0.1927; number 26, H, carries 0.1673; number 27, H, carries 0.1847; number 28, H, carries 0.4190; number 29, H, carries 0.3906

---

(3)
A gas-phase ion, C7H15FNO (charge +1), computed with wB97M-V/def2-TZVPD.

```
25
Properties=species:S:1:pos:R:3
C 2.805 -0.598 0.319
C 2.408 0.654 -0.450
C 1.154 1.323 0.124
C -0.161 0.749 -0.434
O -0.029 -0.596 -0.890
C -0.815 -1.563 -0.236
C -2.281 -1.214 -0.402
N -2.520 0.168 0.198
C -1.243 0.863 0.625
F -1.601 2.165 0.805
H 1.942 -1.244 0.506
H 3.239 -0.350 1.289
H 3.537 -1.192 -0.227
H 2.240 0.401 -1.498
H 3.220 1.380 -0.435
H 1.164 2.395 -0.075
H 1.157 1.218 1.215
H -0.494 1.350 -1.288
H -0.624 -2.517 -0.722
H -0.539 -1.671 0.820
H -2.519 -1.149 -1.461
H -2.958 -1.911 0.087
H -2.991 0.779 -0.475
H -3.134 0.113 1.012
H -0.956 0.446 1.590
```

Values from the calculation:
Frontier orbital gap   10.769 eV
HOMO level   -0.522 hartree
SMILES   CCC[C@H]1OCC[NH2+][C@@H]1F
Total charge   +1
Strongest force on any atom   0.3 eV/A
ΔE to the lowest compared entry with this formula, charge and spin   92.7 kJ/mol
LUMO level   -3.44 eV

Population analysis type natural (NBO), resulting atomic charges in e: number 1, C, carries -0.6022; number 2, C, carries -0.3994; number 3, C, carries -0.4194; number 4, C, carries 0.0499; number 5, O, carries -0.5045; number 6, C, carries -0.0996; number 7, C, carries -0.2477; number 8, N, carries -0.5275; number 9, C, carries 0.3470; number 10, F, carries -0.3129; number 11, H, carries 0.1860; number 12, H, carries 0.2118; number 13, H, carries 0.2288; number 14, H, carries 0.2141; number 15, H, carries 0.2253; number 16, H, carries 0.2377; number 17, H, carries 0.2011; number 18, H, carries 0.2038; number 19, H, carries 0.2465; number 20, H, carries 0.1850; number 21, H, carries 0.2419; number 22, H, carries 0.2424; number 23, H, carries 0.4502; number 24, H, carries 0.4460; number 25, H, carries 0.1957